Record 1
C9H23ClNO3P | ωB97M-V/def2-TZVPD

total energy: -1438.5727 a.u.

Element x y z (Å)
1 C 4.90801 1.44963 -1.84004
2 C 5.26123 -0.02811 -2.04414
3 O 4.24050 -1.00140 -1.99568
4 C 3.08588 -0.82483 -1.20139
5 C 1.74882 -0.59838 -1.95651
6 Cl 1.93684 -1.09341 -3.69924
7 P 1.24878 1.09612 -2.05071
8 O -0.23867 1.26839 -2.03775
9 H 5.40315 1.83322 -0.96295
10 H 3.86030 1.64825 -1.70693
11 H 5.23495 2.02567 -2.69104
12 H 6.04146 -0.29219 -1.33267
13 H 5.72252 -0.12454 -3.01584
14 H 3.20622 -0.05649 -0.44128
15 H 2.96479 -1.75708 -0.66568
16 H 1.84406 1.76201 -3.15066
17 H 1.77398 1.80073 -0.93042
18 C -2.98320 -1.78534 2.11683
19 N -3.20386 -0.31740 1.91695
20 C -3.69106 0.25332 3.20215
21 C -4.23826 -0.11041 0.86898
22 C -1.92232 0.40894 1.55098
23 C -1.31394 0.04435 0.22632
24 O -0.93170 -1.32019 0.21112
25 H -3.86310 -2.18690 2.61776
26 H -2.85284 -2.26128 1.15551
27 H -2.10085 -1.92417 2.73137
28 H -4.62164 -0.23756 3.47275
29 H -3.85429 1.31970 3.07201
30 H -2.93804 0.07824 3.96508
31 H -3.90680 -0.57848 -0.05121
32 H -4.37798 0.95723 0.72085
33 H -5.16364 -0.57073 1.20602
34 H -1.22770 0.20911 2.36728
35 H -2.17014 1.46969 1.54357
36 H -0.41835 0.63830 0.07866
37 H -1.98144 0.26895 -0.60688
38 H -0.48168 -1.46297 -0.64318

Record 2
C9H23N4O8PRuS | ωB97M-V/def2-TZVPD

total energy: -2012.0829 a.u.
energy above the lowest of the compared OMol25 structures with the same formula, charge and spin: 73.8 kJ/mol

Element x y z (Å)
1 Ru 1.51455 1.32011 -1.99123
2 N 3.25261 1.11437 -0.26600
3 N 3.74886 -0.17295 -0.08757
4 C 3.49625 -1.09939 -1.02330
5 N 4.09453 -2.29427 -0.86636
6 S 2.49833 -0.82038 -2.34409
7 H 3.98314 1.77295 -0.50873
8 H 2.68660 1.39717 0.52711
9 H 4.42673 -0.35017 0.63836
10 H 4.53830 -2.54485 0.00052
11 H 3.82560 -3.03917 -1.48494
12 O 1.39452 3.89880 -1.22446
13 N 2.52463 3.92950 -1.71853
14 O 3.23263 4.90723 -1.76845
15 O 2.99465 2.79707 -2.19659
16 O 0.73337 1.81347 -3.34396
17 C -2.53766 -2.23406 -0.38544
18 C -1.13249 -2.50204 0.13580
19 C -1.17996 -3.24942 1.45703
20 C -0.29699 -3.25183 -0.89112
21 O -0.44536 -1.25249 0.45689
22 P -0.48130 0.05665 -0.44146
23 O 0.73431 0.88959 -0.01086
24 O -0.43311 -0.18964 -1.91178
25 O -1.83243 0.79516 -0.08058
26 C -2.08957 1.65460 1.06959
27 C -1.51706 1.04373 2.34009
28 C -1.49065 3.02157 0.78045
29 C -3.60598 1.72410 1.14451
30 H -3.04469 -3.18473 -0.55596
31 H -2.50891 -1.68486 -1.32664
32 H -3.11315 -1.65828 0.33951
33 H -1.64172 -4.22756 1.31826
34 H -1.76212 -2.68953 2.18971
35 H -0.17196 -3.39021 1.84870
36 H -0.75328 -4.21963 -1.10525
37 H 0.70827 -3.42072 -0.49877
38 H -0.22406 -2.67712 -1.81313
39 H -0.43095 0.96944 2.28671
40 H -1.92942 0.04870 2.51275
41 H -1.77682 1.67913 3.18767
42 H -0.40802 2.96248 0.68299
43 H -1.73492 3.71281 1.58875
44 H -1.89745 3.41747 -0.15045
45 H -4.02581 0.73373 1.32630
46 H -4.01157 2.10681 0.20834
47 H -3.91045 2.38663 1.95561

Record 3
C9H24AlF2N4O8PS2 | ωB97M-V/def2-TZVPD

total energy: -2756.9720 a.u.
charge: +2

Element x y z (Å)
1 Al 0.22637 1.56223 -0.07065
2 N -0.85589 1.65439 1.29725
3 S -1.98055 0.80336 1.95782
4 O -3.35015 1.00511 1.48322
5 O -1.76598 0.22987 3.32208
6 F -1.61981 -0.56630 1.18168
7 S -1.13055 2.88456 2.35177
8 O -0.46205 2.80923 3.63942
9 O -2.39769 3.62217 2.22568
10 F -0.06487 3.94875 1.66938
11 O 0.10886 0.00463 -0.22543
12 P -0.02962 -1.32280 0.29766
13 N 1.41480 -2.11536 0.46672
14 C 2.41534 -1.73982 -0.51580
15 C 1.74456 -3.38577 1.09394
16 N -1.02307 -2.27010 -0.61016
17 C -0.60348 -2.68928 -1.95468
18 C -2.53471 -2.16239 -0.40572
19 N -0.66549 -1.41976 1.95587
20 C -1.37839 -2.51735 2.47909
21 C -0.12077 -0.44824 2.97867
22 H 3.31163 -2.35946 -0.54425
23 H 2.73636 -0.70559 -0.64001
24 H 1.98559 -1.86304 -1.50990
25 H 1.53963 -3.38186 2.16450
26 H 2.79765 -3.63986 0.97336
27 H 1.10662 -4.16182 0.67100
28 H -1.39094 -3.35045 -2.31642
29 H -0.57340 -1.85146 -2.65128
30 H 0.36509 -3.18170 -1.86815
31 H -3.01967 -3.07172 -0.76073
32 H -2.84375 -1.98028 0.62356
33 H -3.03569 -1.30078 -0.84702
34 H -2.40813 -2.26644 2.73361
35 H -1.33273 -3.33582 1.76068
36 H -0.95218 -2.91674 3.39938
37 H 0.87086 -0.81676 3.24128
38 H -0.79067 -0.18120 3.79600
39 H 0.05363 0.55839 2.59871
40 C -0.15268 2.44822 -3.99931
41 O 0.92998 3.24725 -3.31050
42 C 1.04859 3.25842 -2.01618
43 O 0.35445 2.62449 -1.20131
44 O 1.97838 4.15857 -1.67430
45 C 2.97639 4.69490 -2.55417
46 H -0.95030 3.16316 -4.20122
47 H -0.60605 1.77256 -3.27403
48 H 0.21740 1.96550 -4.90381
49 H 2.68066 4.93785 -3.57476
50 H 3.83385 4.02473 -2.61534
51 H 3.34249 5.62387 -2.11703

Record 4
C9H24AsN4O3STi | ωB97M-V/def2-TZVPD

total energy: -4285.0788 a.u.
energy above the lowest of the compared OMol25 structures with the same formula, charge and spin: 0.0 kJ/mol
<S²>: 0.753
multiplicity: 2
charge: +2

Element x y z (Å)
1 Ti 0.44811 -1.36245 0.35648
2 N 2.34946 -2.43412 0.23768
3 N 2.87025 -1.82847 1.41536
4 C 2.01699 -1.62939 2.51182
5 O 2.40081 -1.30676 3.58244
6 O 0.69285 -1.76485 2.13468
7 H 2.37330 -3.45035 0.31676
8 H 2.94709 -2.16242 -0.53969
9 H 3.83910 -2.01746 1.63816
10 C 2.21907 2.28649 2.45155
11 C 0.78363 1.91066 2.14652
12 N 0.28919 2.48153 0.87931
13 C 0.58168 2.08348 -0.35582
14 S 1.43206 0.58837 -0.65042
15 N 0.26286 2.84930 -1.38405
16 C 0.54749 2.59179 -2.80866
17 C 1.92324 3.08282 -3.21127
18 H 2.51678 1.82795 3.39421
19 H 2.33325 3.36562 2.55087
20 H 2.89486 1.93704 1.67148
21 H 0.09838 2.27647 2.91037
22 H 0.65102 0.82898 2.12643
23 H -0.12642 3.39966 0.96758
24 H -0.11507 3.76332 -1.17078
25 H -0.23781 3.10571 -3.36115
26 H 0.42362 1.52492 -2.98514
27 H 2.00996 4.16172 -3.08597
28 H 2.10116 2.85361 -4.26128
29 H 2.70537 2.60345 -2.62344
30 C -2.84618 -2.41016 1.43826
31 As -2.67277 -2.16604 -0.43483
32 C -3.69971 -0.69590 -1.02701
33 C -3.09788 -3.74724 -1.37490
34 O -1.00106 -1.78712 -0.76797
35 H -3.90542 -2.55836 1.65618
36 H -2.49883 -1.52964 1.97995
37 H -2.28312 -3.28667 1.75713
38 H -4.75723 -0.92703 -0.89832
39 H -3.48323 -0.52266 -2.08052
40 H -3.44191 0.18528 -0.44174
41 H -4.17205 -3.91868 -1.29788
42 H -2.55605 -4.58666 -0.94314
43 H -2.81684 -3.61577 -2.41923

Record 5
C9H24IIrO2P2 | ωB97M-V/def2-TZVPD

total energy: -1591.2227 a.u.
energy above the lowest of the compared OMol25 structures with the same formula, charge and spin: 111.1 kJ/mol
<S²>: 8.776
multiplicity: 6
charge: +3

Element x y z (Å)
1 C 0.46761 -0.09145 -2.28714
2 I -3.05098 -0.22366 -1.80034
3 H 1.48417 -0.18405 -1.83150
4 H 0.39095 0.79498 -2.94886
5 H 0.20946 -0.96096 -2.92309
6 Ir -0.81140 -0.05165 -0.62470
7 P -0.17294 2.31051 -0.24323
8 C -1.51047 3.33077 -0.91335
9 C 0.27131 3.11949 1.32043
10 H 0.34856 4.20631 1.14892
11 H 1.79600 3.51093 -0.98625
12 H 1.23394 2.74912 1.69428
13 H 2.06689 1.74408 -0.91702
14 H -2.40411 3.20832 -0.30365
15 H -0.50645 2.96539 2.08040
16 C 1.36079 2.52927 -1.21680
17 H -1.20279 4.37788 -0.87796
18 H 1.15225 2.46340 -2.28556
19 H -1.74020 3.04349 -1.93401
20 P -0.10727 -2.28745 0.03055
21 C -1.43717 -3.49885 -0.43907
22 C 1.37051 -2.61051 -1.02203
23 H 1.43111 -2.52041 1.90336
24 H 0.59166 -4.06675 1.54076
25 H -0.27415 -2.77631 2.41984
26 C 0.46781 -2.97300 1.63285
27 H 2.08701 -1.81699 -0.75708
28 H 1.82463 -3.59565 -0.81495
29 H -1.08644 -4.52151 -0.23216
30 H -1.69548 -3.37833 -1.49799
31 H 1.09182 -2.53804 -2.07664
32 H -2.32527 -3.28877 0.17853
33 C -2.05055 0.03340 0.78014
34 O -2.65300 0.08070 1.77877
35 C 0.70085 0.19263 2.50061
36 O 0.83953 0.03933 1.13245
37 H 1.16767 -0.66727 3.06375
38 H -0.37074 0.16647 2.80488
39 H 1.04489 1.18516 2.92288

Record 6
C9H25AuCl2N2OP2S | ωB97M-V/def2-TZVPD

total energy: -2679.1080 a.u.
<S²>: 2.011
multiplicity: 3
charge: +2

Element x y z (Å)
1 C -2.19930 0.00620 -4.53709
2 C -1.13127 -0.25684 -3.53279
3 H -3.10380 -0.03620 -3.96799
4 H -2.17368 -0.78697 -5.28761
5 H -2.06847 1.00357 -4.94893
6 O -1.32410 -0.42564 -2.33168
7 Cl 0.48213 -0.32714 -4.08967
8 Au 1.17183 0.25500 0.88898
9 P 0.51917 -2.24541 -0.08065
10 C -0.65035 -3.22537 0.93746
11 C 0.12114 -3.04988 -1.68188
12 H 0.38875 -4.11863 -1.64037
13 H 1.96954 -4.19826 0.04275
14 H 0.66917 -2.53882 -2.48161
15 H 2.85225 -2.68786 -0.38042
16 H -1.66873 -3.02620 0.58057
17 H -0.95482 -2.94247 -1.86626
18 C 2.08282 -3.12930 0.26262
19 H -0.43619 -4.29764 0.80864
20 H 2.37066 -2.96178 1.30434
21 H -0.58928 -2.94715 1.99431
22 P 0.39459 2.38365 -0.00782
23 C -0.85339 3.37246 0.86719
24 C 1.93207 3.34875 0.06128
25 H 0.47615 1.89279 -2.36494
26 H -0.00668 3.60851 -2.06403
27 H -1.18355 2.26840 -1.83272
28 C -0.12770 2.56225 -1.73760
29 H 2.61755 2.92476 -0.68552
30 H 1.75900 4.41235 -0.14627
31 H -0.79432 4.41730 0.52375
32 H -0.69463 3.33396 1.94981
33 H 2.36022 3.20916 1.06203
34 H -1.85822 2.98858 0.65006
35 Cl 3.41034 -0.11157 1.38522
36 N 0.67365 -0.22907 4.13110
37 C -0.50945 0.15291 3.63231
38 N -1.47978 0.50152 4.48379
39 S -0.98579 0.18349 1.97205
40 H 0.74415 -0.44133 5.12268
41 H 1.43965 -0.48578 3.51239
42 H -2.36333 0.79136 4.06795
43 H -1.27796 0.85237 5.42460

Q: total energy of number 1 (C9H23ClNO3P)?
A: -1438.5727 a.u.